1.
The following is a DFT calculation (ωB97M-V with the def2-TZVPD basis set) of a molecular structure, C24H21BrCl2InNO9 in a non-equilibrium geometry.

* E: -5343.76695 a.u.
* E_HOMO: -1.7 eV
* orbital gap: 5.86 eV
* energy above the lowest of the compared OMol25 structures with the same formula, charge and spin: 33.03 kJ/mol
* charge: -2

```
59
Properties=species:S:1:pos:R:3:forces:R:3
In 9.362198 8.434346 12.279750 0.2 0.7 1.0
O 7.615765 5.146471 12.317278 -0.9 1.2 -0.5
C 7.277859 6.334030 12.259145 1.1 0.7 1.2
O 7.700510 7.274852 13.130460 -0.9 -2.3 -2.5
C 6.321028 6.890404 11.140662 -0.3 -0.3 1.3
C 5.618142 8.212026 11.576289 0.6 0.7 -0.2
C 4.348771 8.409814 10.728173 0.4 -1.0 -0.7
C 4.996507 8.709192 9.339232 -1.9 2.3 -1.2
C 6.452050 8.788838 9.640439 1.7 -2.0 1.2
O 6.546423 9.271763 11.034039 -1.7 -1.7 -0.7
C 6.911941 7.267756 9.733767 0.2 0.1 0.2
C 8.485564 7.152355 9.483686 -1.1 -0.9 -0.2
O 8.954471 6.316864 8.690936 -0.7 1.5 1.2
O 9.099337 8.079041 10.139265 0.6 -0.4 0.3
H 5.529591 6.110823 11.031471 0.6 0.4 -0.1
H 5.413204 8.344254 12.652122 0.7 0.0 -0.5
H 3.763067 9.255694 11.067632 -0.1 0.1 0.2
H 3.720691 7.475150 10.731363 0.5 0.9 0.0
H 4.720294 9.732123 8.951605 -0.2 -0.7 0.6
H 4.663187 8.067862 8.492949 0.6 -0.1 0.8
H 7.115941 9.360836 9.000940 -0.2 0.3 0.0
H 6.282894 6.643371 9.080810 0.9 0.3 -0.5
Cl 8.210961 11.215466 6.758041 -0.2 0.0 -0.1
C 9.829473 10.634588 6.663489 0.8 -0.3 0.9
C 10.324313 10.102968 5.490111 0.6 0.7 -0.2
C 11.678874 9.734578 5.472285 0.0 -0.1 -0.7
C 12.529814 9.804135 6.567716 -0.6 0.8 -0.6
C 12.000518 10.401304 7.701041 -0.2 -0.5 0.5
Cl 13.012279 10.728443 9.047479 0.4 0.0 0.3
C 10.659699 10.762399 7.818474 -0.6 0.6 -1.3
N 10.140810 11.403858 8.936775 -0.2 1.1 0.8
C 10.168918 12.811206 9.112729 0.2 0.1 -0.7
C 10.786333 13.646860 8.138246 -0.7 -1.3 1.2
C 10.689513 14.993780 8.265874 0.6 2.3 0.0
C 10.110472 15.604085 9.420318 1.0 0.2 -1.2
C 9.628414 14.800431 10.416445 -0.7 -0.7 0.4
C 9.552985 13.388619 10.235730 0.5 0.5 0.1
C 8.718395 12.566756 11.169472 -0.5 0.0 0.4
C 9.331887 11.592660 12.200268 0.6 -1.8 1.3
O 9.275568 11.830152 13.423727 -0.1 0.6 -2.2
O 9.835016 10.475438 11.723941 -0.3 1.8 -0.8
H 9.729025 10.192679 4.568921 0.3 -0.4 0.5
H 12.118981 9.492115 4.511191 -0.1 -0.3 0.0
H 13.601329 9.634072 6.463245 -0.4 -0.2 0.2
H 10.255948 10.939922 9.823400 -0.2 -0.8 0.6
H 11.353060 13.151246 7.376431 0.1 0.1 -0.6
H 11.196641 15.650583 7.504595 -0.7 -0.7 0.8
H 10.122084 16.698512 9.527571 0.0 -0.6 -0.1
H 9.225350 15.287360 11.332775 0.2 -0.7 -0.7
H 7.964725 12.077015 10.536431 0.3 -0.5 0.2
H 8.148499 13.228525 11.801795 -0.2 0.5 0.1
Br 11.911411 7.708546 12.522166 -0.7 0.0 -0.2
C 7.530536 10.683522 15.745774 0.1 -0.5 -2.1
O 7.647720 9.748815 14.598546 -3.0 1.6 0.8
C 8.823120 9.310805 14.302125 4.2 -0.9 0.0
O 9.751918 9.346177 15.117262 -0.8 0.0 -0.2
H 6.569161 10.463024 16.179041 -0.2 -0.1 0.4
H 7.520431 11.682712 15.274094 0.2 -0.4 0.5
H 8.393315 10.476067 16.350617 0.2 0.3 0.6
```
Forces are in eV/Å.

---

2.
The following is a DFT calculation (ωB97M-V with the def2-TZVPD basis set) of a molecular structure, C24H21Cl4MoN4O2 in a non-equilibrium geometry.

* E: -3205.46381 a.u.
* 2S+1: 3
* <S²>: 2.01
* E_HOMO (spin up / spin down): -10.2 / -10.3 eV
* orbital gap (spin up / spin down): 6.33 / 6.59 eV
* charge: +1

```
56
Properties=species:S:1:pos:R:3:forces:R:3
Mo 0.720491 0.672688 0.044252 -0.2 1.5 -1.1
Cl 3.803345 6.608091 -1.079834 -0.4 1.1 -0.2
C 3.427711 5.033244 -0.662501 -0.2 -2.4 0.9
C 4.445727 4.174878 -0.207979 0.2 0.4 -0.5
Cl 6.019510 4.863409 -0.060107 0.2 -0.4 0.1
C 4.256247 2.803963 0.058242 -0.3 1.1 -0.4
Cl 5.488856 1.777223 0.505056 1.4 -0.8 0.5
C 3.021939 2.251308 -0.126248 -1.6 0.4 -0.6
O 2.696337 0.951224 0.058229 -0.1 0.4 0.1
C 1.978792 3.111283 -0.541094 -1.1 -0.9 0.1
O 0.724188 2.494178 -0.695866 1.2 -0.9 0.9
C 2.129398 4.467045 -0.717823 0.5 0.7 -0.1
Cl 0.740395 5.476541 -0.866535 0.1 -0.1 -0.3
C -3.664638 1.335698 -0.987811 -0.5 0.3 -1.9
C -4.291967 1.262101 0.229835 0.6 -0.2 0.5
C -3.498260 1.003225 1.313877 1.2 -0.3 1.8
C -2.100855 0.798538 1.207448 -1.3 0.3 -0.2
N -1.530045 0.862913 -0.008936 0.4 -0.4 0.9
C -2.306628 1.144052 -1.042455 0.2 0.1 -0.7
C -1.186972 0.623982 2.354847 0.3 -0.4 -1.0
C -1.622985 0.474579 3.646538 0.3 0.7 0.7
C -0.654023 0.508262 4.661064 -0.7 -0.1 1.5
C 0.699909 0.651683 4.413957 0.3 0.2 -0.3
C 1.128208 0.716255 3.076612 -0.1 -0.3 0.5
C 0.200816 0.641322 2.034347 -0.1 0.4 0.5
H -4.172647 1.566316 -1.955198 0.3 -0.2 1.1
H -5.325285 1.413904 0.409322 -0.9 0.2 -0.3
H -3.908370 0.985983 2.332883 0.0 0.0 -0.7
H -1.785850 1.264012 -1.972867 0.1 0.0 -0.4
H -2.686857 0.502198 3.900281 0.5 -0.2 0.0
H -0.998131 0.475441 5.721617 0.3 0.0 -1.0
H 1.442789 0.762032 5.231304 -0.7 -0.2 -0.6
H 2.196245 0.812885 2.909122 -0.1 0.0 -0.3
C -2.544001 -2.735712 -2.246166 1.5 1.4 0.0
C -1.873938 -1.641448 -3.134571 0.1 -1.7 -0.7
N -0.623999 -1.165563 -2.517633 -1.6 -1.7 0.2
C 0.012247 -1.863243 -1.558644 1.0 1.1 1.3
N 0.943805 -1.183619 -0.821642 -0.6 -1.3 -0.3
C 1.897780 -2.022637 -0.017683 1.2 1.7 0.3
C 1.931765 -3.460608 -0.424979 -0.9 0.0 0.1
C 0.473933 -3.927671 -0.358239 1.0 -0.9 0.6
N -0.288723 -3.138623 -1.283088 -1.8 0.1 -1.5
C -1.463813 -3.768450 -1.980265 0.0 -0.8 1.1
H -3.380005 -3.149377 -2.770098 -0.5 -0.3 -0.2
H -2.862551 -2.261904 -1.320474 -0.2 -0.2 0.2
H -2.540673 -0.811364 -3.350468 0.1 0.1 0.1
H -1.654699 -2.182867 -4.094583 0.0 0.8 0.6
H -0.272368 -0.302360 -2.839613 0.7 0.8 0.0
H 1.638585 -1.965789 1.034798 -0.2 0.1 0.3
H 2.854524 -1.470180 -0.112791 -0.3 -0.7 0.0
H 2.524774 -4.107694 0.213785 0.3 0.3 0.2
H 2.308829 -3.512368 -1.438740 0.0 -0.4 -0.3
H 0.077306 -3.978990 0.679997 0.1 0.8 -0.5
H 0.447599 -4.978263 -0.625480 -0.2 -0.1 -0.7
H -1.810274 -4.594664 -1.305367 0.2 0.9 -0.5
H -1.183514 -4.267087 -2.911651 0.3 0.2 0.0
```
Forces are in eV/Å.

---

3.
The following is a DFT calculation (ωB97M-V with the def2-TZVPD basis set) of a molecular structure, C24H21ClDyN2P in a non-equilibrium geometry.

* E: -2722.63463 a.u.
* 2S+1: 6
* <S²>: 9.35
* E_HOMO (spin up / spin down): -14.5 / -14.5 eV
* orbital gap (spin up / spin down): 6.50 / 6.43 eV
* energy above the lowest of the compared OMol25 structures with the same formula, charge and spin: 91.17 kJ/mol
* charge: +2

```
50
Properties=species:S:1:pos:R:3:forces:R:3
Dy -1.038214 -0.061468 1.657966 0.0 1.3 -0.6
Cl -1.356190 1.796221 3.270121 0.1 -0.6 -1.0
P 0.238593 0.096888 -0.913657 -0.3 0.5 -1.1
C -1.272894 -0.769665 -1.656710 -0.3 0.4 0.1
C -1.193999 -1.593344 -2.804780 0.0 0.1 0.6
C -2.334378 -2.188665 -3.366860 0.0 0.4 0.5
C -3.588519 -1.947330 -2.779365 0.4 0.5 -0.1
C -3.678388 -1.162680 -1.612682 -0.3 -0.2 0.2
C -2.535648 -0.616027 -1.002483 0.7 -0.1 -0.7
C 0.013464 1.906290 -1.266816 -0.6 0.2 0.4
C 0.885202 2.806246 -0.608057 -0.4 -0.4 0.2
C 0.547675 4.152813 -0.505654 0.2 0.0 -0.3
C -0.549385 4.664640 -1.203163 -0.2 -0.4 -0.2
C -1.421631 3.786631 -1.851347 0.3 0.1 -0.2
C -1.154174 2.417340 -1.868735 -0.1 -0.5 0.6
C 1.796797 -0.345414 -1.768042 0.8 -0.4 0.4
C 2.839669 -0.991744 -1.057140 -0.1 0.3 -0.4
C 4.103415 -1.148659 -1.649736 0.0 -0.1 -0.3
C 4.342192 -0.733115 -2.978070 -0.5 0.0 0.4
C 3.311220 -0.074741 -3.669491 0.0 -0.3 0.1
C 2.063913 0.120652 -3.067761 -0.1 0.0 0.3
H 1.797177 2.418162 -0.146718 -0.2 0.2 0.0
H 1.127578 4.823066 0.122769 0.2 -0.1 -0.3
H -0.712989 5.740181 -1.271436 -0.1 -0.3 0.3
H -2.315819 4.167470 -2.343953 0.3 -0.1 0.1
H -1.901769 1.720663 -2.253255 0.3 0.3 -0.2
H -0.197773 -1.844118 -3.177783 -0.3 0.3 -0.2
H -2.243272 -2.817478 -4.263724 0.0 0.3 0.5
H -4.493422 -2.323992 -3.274295 0.4 0.1 0.5
H -4.666006 -0.952704 -1.181264 0.5 -0.2 -0.2
H -2.686225 0.009239 -0.068627 -0.1 -0.2 -1.2
H 2.644486 -1.358400 -0.044519 0.2 0.1 -0.3
H 4.918295 -1.621045 -1.088000 -0.5 0.1 -0.2
H 5.306130 -0.947153 -3.478200 -0.7 0.3 0.5
H 3.472144 0.275243 -4.692877 -0.1 -0.1 0.4
H 1.268538 0.647050 -3.586847 0.2 0.0 -0.2
H -0.494584 -2.803916 -0.640169 0.8 0.0 0.3
H 0.210510 -2.523304 -0.577100 -0.4 -0.6 0.2
N 0.257387 -0.959838 8.660688 -0.4 0.4 -3.8
C 0.138625 -0.832400 7.492325 0.4 0.4 1.7
C 0.003381 -0.742504 5.999430 0.1 0.0 1.1
C 1.120724 -0.720209 5.155883 0.3 -1.1 0.6
C 0.955442 -1.177034 3.853416 -1.0 0.9 -0.1
N -0.281166 -1.343831 3.296558 -0.2 -2.2 1.8
C -1.392438 -1.374132 4.117997 1.2 1.0 0.9
C -1.266680 -0.900846 5.445862 -1.0 -1.0 -0.6
H 2.097251 -0.545445 5.611980 -0.2 -0.3 -0.4
H 1.751714 -1.509538 3.206351 0.5 0.7 -0.1
H -2.307301 -1.881671 3.728656 0.5 1.0 0.2
H -2.128657 -0.736387 6.099314 0.2 -0.6 -0.3
```
Forces are in eV/Å.

---

Among the records above, which one has the lowest charge? C24H21BrCl2InNO9